Computed, not measured: a 9-piece molecular cluster, C12H38INO11 overall, with ωB97M-V/def2-TZVPD.

The geometry in XYZ format:
```
63
Properties=species:S:1:pos:R:3:forces:R:3
N 0.04443 -0.63538 1.03697 -0.11 0.04 -0.01
C 0.16258 0.45844 0.12946 -0.20 -0.05 -0.07
C 1.34536 0.30250 -0.83372 0.36 0.37 0.25
C 1.46001 -1.12450 -1.28371 -0.25 -0.33 -0.48
O 0.74231 -1.62677 -2.08615 0.03 0.09 0.15
I 3.06280 -2.29264 -0.46132 0.13 -0.05 0.24
O 0.32538 1.68905 0.89139 -0.04 0.00 -0.08
C 0.09647 2.83657 0.24890 -0.31 0.67 0.28
O -0.02276 3.88754 0.81891 0.18 -0.45 -0.14
H 0.37908 -0.40187 1.96240 0.13 0.00 -0.07
H -0.91010 -0.96214 1.11976 0.05 -0.04 0.07
H -0.76304 0.55355 -0.44325 0.04 -0.13 -0.08
H 1.19559 0.89961 -1.73575 0.02 0.01 0.01
H 2.26371 0.63232 -0.35012 0.00 -0.08 0.04
H -0.00171 2.76521 -0.84488 0.02 -0.23 -0.05
C -3.10425 -3.21583 1.72042 -0.04 -0.09 -0.24
O -2.16155 -3.09458 0.65883 0.07 0.10 0.05
H -2.69685 -2.66018 2.55478 -0.04 0.03 0.09
H -4.06490 -2.77475 1.43952 -0.04 0.00 0.10
H -3.26229 -4.25675 2.01642 0.04 0.00 -0.04
H -2.48201 -3.56868 -0.11238 -0.02 -0.02 0.01
C -3.26110 0.59299 2.26188 0.13 -0.02 0.16
O -2.52957 -0.36768 3.02720 0.02 0.10 -0.04
H -3.37692 0.18299 1.26018 0.01 -0.03 -0.02
H -4.24356 0.77916 2.69550 0.01 0.02 -0.07
H -2.70485 1.53419 2.19579 -0.03 0.01 -0.09
H -2.41693 -0.01578 3.91402 -0.02 -0.01 0.02
C 3.30887 0.42364 -4.41324 -0.02 -0.13 0.10
O 3.49719 -0.50310 -3.34432 -0.07 0.17 -0.10
H 3.78157 1.35917 -4.12568 0.01 0.01 0.01
H 3.77242 0.06258 -5.33463 -0.01 0.04 -0.03
H 2.24486 0.60440 -4.59470 0.01 0.03 -0.05
H 3.07903 -1.33284 -3.59475 0.04 -0.04 0.03
C 4.59736 -5.55493 1.72281 0.04 0.14 -0.04
O 5.39644 -4.70775 0.90277 -0.11 -0.03 0.04
H 4.54682 -6.52258 1.23006 0.01 -0.02 -0.01
H 5.04149 -5.68869 2.71244 -0.02 -0.03 0.01
H 3.58263 -5.16320 1.83451 -0.01 -0.03 0.00
H 5.45115 -3.84880 1.33100 0.05 0.02 -0.02
C 4.30434 4.59241 -2.80443 0.05 -0.02 -0.14
O 4.40240 3.83725 -4.00766 -0.03 0.04 0.09
H 3.70359 4.01123 -2.10935 -0.01 -0.02 0.01
H 5.28677 4.76439 -2.35813 -0.01 0.00 0.04
H 3.81343 5.55401 -2.97343 -0.01 0.00 0.04
H 4.93332 4.33816 -4.63214 0.01 -0.03 -0.03
C -6.71132 2.54707 3.02761 0.08 0.00 0.32
O -6.02515 1.60083 3.85644 -0.08 0.03 -0.04
H -6.80772 2.10222 2.04085 0.02 -0.02 -0.01
H -7.70789 2.75725 3.42388 -0.03 -0.02 -0.07
H -6.14143 3.47217 2.95163 -0.13 0.02 -0.14
H -5.93665 1.98778 4.73120 -0.02 -0.02 0.02
C -3.51816 5.40880 1.35628 -0.01 -0.08 0.06
O -4.35046 4.60597 2.19252 0.18 0.09 -0.06
H -4.17551 6.00133 0.72564 -0.04 0.01 0.00
H -2.89161 6.08249 1.94484 0.01 0.01 -0.03
H -2.87793 4.79274 0.72076 0.02 0.04 0.00
H -3.77376 4.07767 2.75194 -0.01 -0.03 0.00
C 1.98199 -5.03855 -2.99659 0.10 -0.17 0.08
O 2.45084 -6.35242 -2.70878 -0.04 0.06 -0.05
H 1.24178 -5.12296 -3.78877 0.00 -0.03 -0.02
H 1.51590 -4.58514 -2.12067 -0.04 0.09 -0.05
H 2.80029 -4.39894 -3.34016 -0.06 0.07 -0.01
H 3.10776 -6.28024 -2.01080 0.01 -0.02 0.01
```
Positions in Å, forces in eV/Å.

E_LUMO = 0.01513 Eh
structure (SMILES) = N[C@H](CC(=O)I)OC=O.CO.CO.CO.CO.CO.CO.CO.CO
strongest force on any atom = 0.8 eV/A
HOMO energy = -0.3465 hartree
E = -45169.5681 eV

Computed, not measured: C12H38N2O14S5V as an isolated structure in a non-equilibrium geometry, with ωB97M-V/def2-TZVPD.

The geometry in XYZ format:
```
72
Properties=species:S:1:pos:R:3:forces:R:3
O 8.12750 1.85024 14.10591 -0.37 0.38 0.27
V 8.36253 0.38704 14.56562 4.78 -2.62 -5.60
N 10.22620 -0.84387 15.99772 -0.04 -1.18 1.23
O 10.96798 -1.28080 16.87062 0.25 1.30 -0.82
O 9.41509 -1.53657 15.42851 -2.09 -2.42 -0.62
O 10.13179 0.35448 15.61961 0.90 2.90 1.03
N 7.11663 7.05564 12.20101 2.20 -0.24 -4.47
O 8.22976 7.40619 12.27555 3.26 2.08 5.49
O 6.84345 6.74868 11.07527 -5.46 -1.86 -1.01
O 9.45804 -0.20244 13.02490 -3.70 1.97 4.71
C 12.01170 1.01145 21.23984 -0.40 -0.18 -1.64
S 10.77620 0.60179 19.87137 0.72 1.00 0.55
O 9.51708 1.30438 20.24250 -0.51 0.01 0.09
C 11.50158 1.62950 18.55496 0.08 -0.66 0.17
H 11.47850 1.02398 22.17808 -0.13 0.13 0.10
H 12.58162 1.90133 20.99612 -0.40 0.45 0.21
H 12.72517 0.21880 21.19423 0.45 -0.81 0.27
H 12.36089 1.04511 18.17933 -0.07 0.76 0.12
H 11.64551 2.66844 18.86999 0.48 -0.38 0.25
H 10.76499 1.67510 17.76593 -0.30 -0.36 -0.27
C 11.39161 2.89717 13.85201 0.62 -0.54 0.42
S 12.71502 3.86850 13.02877 -0.54 -2.89 -2.68
O 13.29594 4.70215 14.04456 1.03 1.73 2.23
C 14.03977 2.56497 12.64383 -0.35 0.01 0.81
H 11.74484 2.68188 14.86798 -0.08 0.41 -0.05
H 11.10228 1.91022 13.48510 0.25 0.12 -0.74
H 10.50482 3.52610 13.84266 0.09 0.10 0.14
H 13.69600 1.61655 12.23848 -0.50 0.27 -0.61
H 14.49233 2.19599 13.57866 -0.03 0.78 -0.04
H 14.79340 3.05024 11.99839 -0.48 -0.20 0.37
C 7.06487 2.36578 18.37776 -0.93 0.77 -1.07
S 6.26332 1.59580 16.99427 -0.13 -1.41 0.10
O 7.35572 0.66082 16.44971 0.22 -0.02 -0.52
C 5.34953 0.32988 17.95218 2.06 -0.58 -0.45
H 7.38317 3.32001 18.00604 0.95 0.44 -0.25
H 7.85569 1.69956 18.67175 0.25 -0.09 0.77
H 6.26983 2.65840 19.04770 -0.04 -0.51 0.81
H 6.17481 -0.04590 18.59925 -0.72 -0.01 -0.32
H 5.06938 -0.45533 17.24745 -0.04 0.19 0.05
H 4.53696 0.64691 18.54656 -0.91 0.71 0.44
C 10.51369 0.45114 9.76602 0.13 0.37 -0.77
S 10.56231 -1.37419 9.34171 -0.26 0.71 0.87
O 11.62176 -1.53489 8.31326 -0.11 0.12 -0.02
C 11.29408 -2.00177 10.85703 1.53 -0.08 0.81
H 11.42319 0.87637 9.31022 -0.12 -0.36 0.29
H 10.40054 0.81179 10.79542 0.13 -0.85 0.08
H 9.68560 0.90204 9.20072 0.07 -0.38 0.00
H 10.82400 -1.85928 11.82648 -0.72 0.72 -0.24
H 12.32591 -1.60436 10.92862 -0.47 0.13 -0.19
H 11.44470 -3.07294 10.81663 -0.22 -0.37 -0.71
C 4.76339 -1.11520 12.33442 0.84 -1.24 -0.76
S 6.00593 0.05974 12.75448 0.10 -0.04 -0.47
O 6.78759 -0.64748 13.85182 0.39 0.17 1.15
C 7.06188 -0.01620 11.30721 -0.99 1.60 0.43
H 4.55643 -1.70558 13.21298 -0.58 0.33 0.49
H 5.09036 -1.87318 11.59363 0.03 0.69 0.18
H 3.98939 -0.49325 11.94552 -1.07 -0.08 -0.13
H 7.65920 0.89120 11.49961 -0.18 -0.18 -1.10
H 6.40767 -0.12002 10.42466 0.54 0.61 0.23
H 7.73344 -0.81254 11.40761 0.83 -1.49 0.24
C 14.38688 -0.50429 14.99433 0.14 -2.93 -1.30
O 13.99342 -0.74301 13.58607 2.35 1.72 1.14
H 15.26090 -1.19587 15.11293 -0.55 0.75 0.26
H 14.70706 0.49266 15.22483 -0.21 0.67 -0.28
H 13.60381 -0.88089 15.66409 0.11 0.45 -0.04
H 13.13847 -1.09241 13.52350 -1.96 -0.65 0.24
C 9.84944 4.59374 16.19451 -0.73 0.00 -0.97
O 9.10864 5.19397 17.23741 0.82 0.07 1.50
H 10.71307 3.93676 16.42244 -0.68 0.36 0.38
H 9.08338 4.07650 15.60864 0.34 -0.52 0.12
H 10.16041 5.38081 15.53261 0.75 0.37 -0.44
H 9.74117 5.62911 17.84464 -0.63 -0.28 -0.47
```
Positions in Å, forces in eV/Å.

E_LUMO (spin up / spin down) = -0.04158 / -0.12075 Eh
strongest force on any atom = 7.8 eV/A
HOMO energy (spin up / spin down) = -0.3086 / -0.3086 hartree
E = -124554.3511 eV
2S+1 = 2

Computed, not measured: a 6-piece molecular cluster, C12H39N3O6 overall in a non-equilibrium geometry, with ωB97M-V/def2-TZVPD.

The geometry in XYZ format:
```
60
Properties=species:S:1:pos:R:3:forces:R:3
C -6.48934 -0.38932 -3.37123 -1.23 -0.12 0.68
O -5.42017 -0.15072 -2.50518 0.23 0.47 -0.64
C -5.84160 -0.12019 -1.19283 -0.19 -0.75 1.62
C -4.65114 0.20547 -0.30800 1.52 -0.85 -0.03
C -3.71623 -1.00218 -0.30886 -0.36 -1.45 0.30
N -4.84671 0.55233 1.11050 -0.21 1.15 -0.51
H -6.86946 -1.42083 -3.26669 -0.34 0.34 0.52
H -6.11085 -0.41126 -4.34537 0.63 0.54 -1.60
H -7.31366 0.38540 -3.26709 0.83 -0.93 -0.10
H -6.61748 0.61239 -1.01342 -0.53 0.37 -0.14
H -6.22362 -1.11895 -0.92611 -0.26 0.09 0.16
H -4.15857 0.99614 -0.89392 0.05 0.37 0.83
H -2.66394 -0.89014 0.06434 -1.24 0.16 -0.26
H -3.72054 -1.47643 -1.29082 0.43 0.30 -0.18
H -4.25645 -1.79381 0.28384 0.75 0.61 -0.03
H -5.35465 1.42532 1.19414 -0.13 -0.04 0.13
H -5.29872 -0.13380 1.70957 0.05 -0.18 -0.59
C 3.94417 2.82906 1.60547 0.24 -0.13 -0.25
O 3.94493 1.56774 0.97179 -1.48 1.29 -0.76
C 4.60075 0.55893 1.59732 0.38 -1.23 1.50
C 4.89967 -0.50418 0.56213 -0.16 -0.95 -0.47
C 5.77265 -1.66237 1.10318 -0.32 0.67 -0.40
N 5.55301 0.07644 -0.63312 0.44 0.31 1.12
H 3.73328 2.81949 2.67911 0.30 -0.39 0.03
H 3.12346 3.37111 1.17266 -0.23 0.43 -0.34
H 4.90087 3.31548 1.37008 -0.16 0.19 0.38
H 5.52761 0.90320 2.00950 1.14 0.44 0.28
H 4.04159 0.21076 2.50101 0.03 -0.24 -0.64
H 3.93222 -0.85987 0.21817 -0.19 -0.36 -0.04
H 5.24409 -2.22294 1.89784 0.51 0.23 -0.39
H 6.68975 -1.18504 1.46452 -0.03 -0.25 0.45
H 6.11743 -2.31630 0.28199 -0.56 0.14 0.37
H 5.09256 0.97389 -0.76112 -0.19 -0.02 -0.36
H 6.45877 0.37315 -0.25408 0.17 -0.13 -0.53
C 2.01698 1.57216 -1.92924 1.03 -0.79 -0.20
O 1.18880 0.78937 -1.08230 0.30 0.38 -0.92
C 0.72657 -0.31305 -1.81643 0.44 -1.72 1.39
C 0.03730 -1.28631 -0.84599 -0.42 -0.59 0.83
C 0.97618 -1.96066 0.22298 0.16 0.44 -0.66
N -0.77774 -2.32903 -1.54081 0.09 1.57 -0.95
H 2.46887 2.32150 -1.31431 0.37 0.44 0.39
H 1.47743 2.08293 -2.72970 -0.26 -0.23 -0.08
H 2.84283 0.92464 -2.38292 -0.98 0.81 0.51
H 0.01079 -0.04005 -2.57429 -0.26 0.35 -0.54
H 1.58479 -0.84418 -2.25701 -0.07 0.17 -0.31
H -0.68413 -0.65535 -0.33088 -0.06 0.02 0.37
H 1.54660 -1.21707 0.77440 -0.02 0.47 -0.12
H 1.76494 -2.55290 -0.29121 -0.65 -0.08 0.28
H 0.47406 -2.52229 1.03659 -0.07 0.05 -0.97
H -0.11898 -2.93596 -2.00681 0.14 -0.43 -0.14
H -1.26479 -1.83235 -2.33762 0.46 -0.83 1.15
O -0.56046 -0.48058 3.32948 -0.03 -0.35 -1.34
H -0.70528 -0.33742 4.24728 0.02 0.15 1.21
H -1.26710 0.07098 2.91876 0.04 -0.10 0.27
O 0.40482 1.56048 1.65636 -0.04 -1.51 0.46
H 0.29275 0.65324 2.07591 0.24 1.55 -0.22
H 0.89140 1.34548 0.85063 -0.02 0.16 -0.25
O -2.32246 1.37229 2.63048 -1.52 -0.79 0.39
H -1.86656 1.97396 2.06443 0.77 0.63 -0.73
H -3.16128 1.12218 2.17292 0.48 0.15 0.08
```
Positions in Å, forces in eV/Å.

E_LUMO = 0.02735 Eh
structure (SMILES) = COC[C@H](C)N.COC[C@H](C)N.COC[C@H](C)N.O.O.O
strongest force on any atom = 2.3 eV/A
HOMO energy = -0.3495 hartree
E = -29830.1487 eV
ΔE to the lowest compared entry with this formula, charge and spin = 53.79 kJ/mol

Computed, not measured: a 7-piece molecular cluster, C12H39NO8 overall in a non-equilibrium geometry, with ωB97M-V/def2-TZVPD.

The geometry in XYZ format:
```
60
Properties=species:S:1:pos:R:3:forces:R:3
C -4.92998 3.10143 -2.46380 0.60 0.00 -2.71
O -4.67298 1.72543 -2.76080 -0.49 0.87 -0.10
C -3.70198 1.16043 -1.91180 -3.30 -1.73 0.40
C -3.41198 -0.28757 -2.23080 -4.14 -0.42 2.18
N -2.49998 -0.75657 -1.23680 1.47 0.51 2.96
C -2.24798 -2.14557 -1.45380 1.19 -1.29 3.41
C -1.23398 -2.77157 -0.42380 -0.54 0.07 0.37
O -1.04198 -4.12857 -0.68880 0.18 -1.24 -1.60
C -0.30998 -4.77557 0.33720 -3.00 9.03 2.86
H -5.45298 3.38143 -1.60280 -1.28 -0.51 1.61
H -5.41098 3.56443 -3.34380 -0.31 -0.62 0.37
H -4.04998 3.70443 -2.41380 1.39 0.04 0.15
H -4.25498 0.95543 -0.93280 1.49 1.47 -0.31
H -2.85798 1.73443 -1.96880 2.37 1.71 0.70
H -3.35398 -0.66757 -3.24580 0.96 0.35 -0.11
H -4.41498 -0.69557 -1.83980 0.65 -0.25 -1.46
H -2.79398 -0.59357 -0.12480 0.57 -0.30 -3.86
H -1.85498 -2.38157 -2.38880 0.33 -0.08 -1.91
H -3.14598 -2.69857 -1.22280 -0.59 -0.61 -0.57
H -1.66498 -2.75657 0.56020 -0.80 0.51 0.89
H -0.26898 -2.30057 -0.23880 0.28 0.52 -0.86
H -1.00898 -4.89957 1.18320 0.19 0.26 0.24
H 0.47402 -4.03457 0.65720 -0.21 -1.13 0.01
H 0.00502 -5.64557 0.19420 2.87 -7.18 -2.47
C 0.04302 0.72943 -3.12180 -6.49 0.23 2.42
O 0.01602 0.33543 -1.72680 2.66 0.07 0.47
H 0.85202 0.32843 -3.64580 1.26 -0.38 -0.56
H -0.16198 1.82143 -3.11680 1.04 -0.44 -0.62
H -1.01698 0.32543 -3.50080 2.42 0.52 -0.10
H -0.80498 0.19143 -1.20980 -0.56 -0.08 -1.64
C 2.76602 1.20243 0.91120 0.69 -2.97 -4.01
O 2.01402 -0.02157 0.68820 -0.33 0.15 1.64
H 3.04902 1.39743 1.87220 -0.49 0.70 2.85
H 2.36402 1.95443 0.27120 -0.27 1.06 0.24
H 3.71302 0.86943 0.47920 0.54 0.85 -0.27
H 1.51402 0.06143 -0.12280 -0.29 0.22 -0.56
C 1.16002 -2.09357 3.76920 4.15 -0.97 0.60
O 1.87102 -2.46857 2.46020 -1.58 -3.12 4.18
H 0.11302 -2.32757 3.85120 -0.25 -0.25 -0.25
H 1.40702 -1.02657 3.90320 -0.79 -0.18 -0.05
H 1.82102 -2.56257 4.59920 -1.59 0.30 -1.21
H 1.72002 -1.63857 2.17120 0.08 4.21 -3.41
C 3.49902 3.58743 -2.13780 4.85 -0.44 -1.57
O 3.38502 4.83443 -1.51580 -5.37 -3.06 0.00
H 4.27002 2.90743 -1.49980 -1.77 1.25 -1.80
H 3.83002 3.61243 -3.33980 -0.24 0.23 3.10
H 2.58402 3.10643 -2.24880 -1.84 -0.58 0.62
H 4.05602 5.40943 -1.48580 4.36 2.56 -0.35
C 4.73402 -0.09157 3.43920 -5.08 1.68 1.47
O 4.76702 1.14543 4.23720 0.43 -0.16 -1.76
H 3.58602 -0.64357 3.58720 3.04 1.85 -1.41
H 5.29002 -0.81257 3.83920 2.71 -2.79 1.99
H 5.17402 0.09743 2.46220 -0.93 0.35 -0.13
H 4.55502 1.12543 5.17320 -0.10 -0.98 -0.17
C -0.98598 -0.06757 1.80420 2.47 2.23 -2.01
O -2.31698 0.06143 1.61820 -5.74 -1.62 -1.41
H -0.91598 -0.44857 2.78420 1.42 0.02 1.32
H -0.86298 1.00243 1.52420 2.94 -0.42 1.32
H -0.32598 -0.65357 1.05920 -1.76 0.53 0.97
H -2.65598 0.96143 1.72920 0.51 -0.58 -0.04
```
Positions in Å, forces in eV/Å.

E_LUMO = 0.01502 Eh
structure (SMILES) = COCCNCCOC.CO.CO.CO.CO.CO.CO
strongest force on any atom = 9.9 eV/A
HOMO energy = -0.3185 hartree
E = -30935.3498 eV
ΔE to the lowest compared entry with this formula, charge and spin = 1066.01 kJ/mol